[1]
Density functional theory data (ωB97M-V/def2-TZVPD) for a cluster of 4 separate species, C40H97N10O7P3S3 in total.

Geometry as XYZ:
```
160
Properties=species:S:1:pos:R:3:mulliken_charge:R:1
H 1.227 -3.618 -4.512 0.356
N 1.776 8.132 2.514 0.352
N -1.141 -5.693 -9.435 0.143
H -4.872 1.516 4.458 0.148
C -0.617 -0.188 3.881 -0.724
C -1.058 1.251 4.177 -0.237
H -1.975 1.446 3.616 0.172
S 2.061 -9.319 -0.805 1.255
H 2.261 -2.411 -2.853 0.282
H 0.183 7.079 1.553 0.292
H 1.516 6.073 2.129 0.261
H 2.613 -8.125 1.712 0.382
C 4.185 -6.192 -0.525 -1.611
H -7.034 6.143 3.365 0.386
C 3.840 -4.280 -4.604 0.031
C 0.453 10.531 4.397 -0.815
H 0.174 -0.492 4.575 0.354
H 4.212 6.835 4.580 0.329
H 1.265 -4.837 -12.022 0.242
C 1.699 -6.845 -0.820 -0.420
H -0.653 4.267 4.095 0.008
H 1.899 -3.490 -6.145 -0.384
H 2.547 9.627 6.427 0.249
O 2.172 -9.968 -2.062 -0.602
C 1.880 -3.028 -5.164 0.508
H 2.247 10.175 2.327 0.361
H -6.356 1.607 5.408 0.279
H -1.549 -1.834 -9.331 0.282
H 1.955 -6.092 -8.297 0.315
H 1.007 4.009 4.608 0.285
C 4.191 7.838 4.142 -1.029
O 3.368 -8.448 -0.576 -0.467
H -2.098 -1.359 2.834 0.338
H 4.110 -5.285 0.084 0.391
H -0.486 -6.527 -7.556 0.377
C -1.420 -2.526 4.530 -1.030
C -2.554 -5.464 -9.064 -1.041
C -0.960 -3.767 -11.985 -1.137
H 3.236 -5.341 -9.246 0.393
H 5.708 -4.258 -1.650 0.448
H 4.231 9.177 6.262 0.397
C 2.034 -6.053 2.011 -0.520
O 1.019 -8.116 -0.868 -0.409
C 2.378 -5.696 3.468 -0.841
H 2.024 -3.635 2.946 0.387
C -5.929 1.777 4.413 -0.943
H 1.345 11.085 4.718 0.312
N 3.041 8.637 4.619 0.077
H 5.124 -6.699 -0.295 0.489
H 0.248 -5.096 4.786 0.365
C -0.638 -6.807 -8.604 -1.024
H 0.788 -3.554 5.474 0.414
H -3.427 5.419 2.408 0.286
C 4.194 -5.771 -2.000 -0.640
C 1.292 -1.613 -5.307 -1.235
O 1.749 -10.087 0.352 -0.585
H -0.967 -4.842 -12.160 0.365
H -6.449 6.437 7.304 0.412
H 3.035 7.935 6.657 0.337
H 0.703 9.702 1.567 0.295
H 5.112 8.354 4.413 0.415
H -7.419 3.227 6.294 0.252
H -0.937 9.522 6.276 0.422
H -7.661 2.485 2.750 0.367
H -2.925 5.862 4.043 0.263
H 3.972 -6.972 1.785 0.461
H -6.412 1.084 3.724 0.429
H 3.323 -5.141 -2.188 0.479
O 0.064 -3.281 -8.317 -0.673
H -2.057 -1.695 -11.011 0.357
N -5.020 5.715 3.804 0.396
C 3.213 8.843 6.071 -0.975
O 0.912 6.654 4.357 -0.532
H 2.623 -5.636 -11.292 0.361
C -0.402 -3.335 3.703 -0.609
C -7.337 3.404 3.240 -0.807
C -3.687 6.022 3.286 -1.095
H -0.352 3.385 5.585 0.373
P -0.199 -4.293 -9.359 0.229
H -0.050 2.444 2.704 0.324
N -1.047 -3.465 -10.570 0.308
H -4.819 5.740 7.249 0.334
H -3.104 -6.397 -9.187 0.408
P -5.148 4.300 4.730 0.224
H 1.017 -6.460 1.980 0.293
H -1.357 -7.624 -8.637 0.410
C -6.771 3.936 6.806 -1.001
C 0.019 3.553 4.573 -0.849
H 0.299 -7.190 -9.004 0.246
H 0.598 8.918 6.902 0.290
H 2.034 -0.830 -5.175 0.350
H 2.290 -4.374 -8.128 -0.034
C 2.233 -5.188 -8.848 -0.899
H 2.966 -0.207 -3.334 0.401
H 2.013 -5.159 1.378 0.515
H -5.868 7.287 2.731 0.307
C 1.729 9.384 1.787 -1.136
H -2.334 -3.116 4.643 0.422
H -1.835 -3.357 -12.497 0.337
H 2.780 -3.895 4.541 0.373
H -0.072 -3.326 -12.452 0.307
H 0.114 -2.667 3.008 0.297
H -0.412 11.006 4.861 0.352
H 6.294 -5.790 -2.369 0.478
C 1.270 7.036 1.691 -1.025
C -1.251 -2.035 -10.355 -1.064
H -1.237 1.363 5.250 0.325
H 1.795 -6.511 -1.855 0.541
H -8.152 3.731 3.900 0.308
C 2.954 -7.131 1.424 -1.583
H -1.012 -2.344 5.528 0.428
H 0.446 -1.462 -4.637 0.300
N -6.240 4.932 5.853 0.071
S 3.159 -5.656 -5.168 -0.286
H -2.663 -5.130 -8.027 0.331
H 4.314 -0.712 -2.356 0.468
H -6.043 5.719 1.942 0.316
H -3.657 7.076 3.001 0.378
H 0.894 -1.505 -6.317 0.329
C -5.676 6.049 6.641 -1.046
H 0.999 1.736 3.981 0.344
H 2.244 9.267 0.829 0.345
H -0.951 -4.064 3.099 0.306
H -7.383 4.449 7.548 0.400
O -3.777 3.770 4.799 -0.606
S 5.550 -4.284 -4.028 -0.150
C 5.486 -5.059 -2.357 -0.990
H -5.986 3.384 7.332 0.353
H -5.362 6.853 5.981 0.303
P 1.549 7.971 4.187 0.087
H 0.333 10.671 3.330 0.205
H 3.446 -5.873 3.619 0.545
H 1.744 7.088 0.709 0.359
H 4.075 -6.657 -2.627 0.553
H 3.927 -2.924 -2.590 0.098
N 0.460 9.125 4.760 0.266
H 4.485 -0.775 -4.114 0.305
H 4.161 7.745 3.060 0.305
H -2.615 -0.746 4.418 0.231
H 1.837 -6.393 4.113 0.373
H -0.160 -0.166 2.885 0.289
H -7.224 4.138 2.452 0.210
H -0.519 7.823 6.086 0.194
C 3.026 -7.099 -0.122 1.390
C -6.045 6.224 2.916 -1.141
C -1.783 -1.197 3.869 -0.658
C 3.788 -0.920 -3.291 -1.668
C 0.635 -4.105 4.543 -0.582
C 0.051 2.243 3.772 -0.563
N -6.082 3.147 3.924 0.212
C -0.115 8.835 6.074 -0.993
C 3.277 -2.365 -3.254 0.039
H -2.999 -4.720 -9.719 0.296
H 1.055 -6.445 -11.318 0.310
H 1.035 -6.134 -0.336 0.301
H -0.355 -1.442 -10.573 0.311
N 3.239 -3.036 -4.584 0.254
N 1.296 -4.836 -9.913 0.213
C 1.550 -5.472 -11.192 -0.804
C 2.014 -4.248 3.849 -0.862
```

Properties
E_LUMO   0.093 eV
Orbital gap   8.1500 eV
Relative energy (zero: lowest compared OMol25 entry of this formula, charge and spin)   0.0 kcal per mole
Net charge   0
SMILES string   CCCCCCCCCCCC[C@]1(CCCSC(=S)N(CC)CC)COS(=O)(=O)O1.CN(C)P(=O)(N(C)C)N(C)C.CN(C)P(=O)(N(C)C)N(C)C.CN(C)P(=O)(N(C)C)N(C)C

***

[2]
Density functional theory data (ωB97M-V/def2-TZVPD) for a cluster of 12 separate species, C14H52O12 in total.

Geometry as XYZ:
```
78
Properties=species:S:1:pos:R:3:lowdin_spin:R:1
H 14.002 3.644 -10.131 0.007
H 17.111 3.957 -0.718 0.004
H 14.367 3.235 -7.633 0.010
C 15.778 -1.013 -1.572 0.017
C 10.329 4.858 0.609 0.000
H 13.974 1.153 -7.886 0.002
H 16.964 0.301 -0.314 0.001
H 17.151 4.359 -3.349 0.008
H 14.061 1.856 -5.617 0.003
H 16.117 -0.303 -7.023 0.047
H 12.497 4.724 0.034 0.000
C 13.607 1.485 -3.753 0.011
C 14.197 2.711 2.494 0.000
H 16.264 1.076 -5.686 0.025
O 16.517 3.433 -0.181 0.013
H 11.685 6.280 -0.151 0.000
H 11.032 -2.491 -0.960 0.000
H 12.272 5.683 1.386 0.000
O 14.503 0.886 -7.131 0.035
H 9.606 -1.463 -0.689 0.000
H 10.158 -1.678 -3.071 0.000
O 16.936 4.284 -4.278 0.043
H 16.138 -1.865 -0.996 0.002
C 11.754 5.389 0.474 0.001
H 13.443 -1.779 -7.198 0.004
H 12.663 3.312 -7.359 0.002
O 11.493 -0.683 -0.220 0.000
H 9.522 5.567 0.792 0.000
C 13.961 2.052 1.113 0.001
H 14.628 2.935 -2.572 0.004
C 13.162 3.317 -9.517 0.024
C 13.749 2.295 -2.488 0.005
O 12.991 1.946 -9.539 0.029
H 12.944 1.670 1.018 0.000
H 14.905 -2.472 -6.672 0.015
H 11.081 0.181 -0.292 0.000
H 10.051 4.428 -0.353 0.000
H 15.650 -1.332 -2.606 0.012
O 16.783 1.154 -4.886 0.232
O 15.549 2.937 2.581 0.001
H 12.696 0.949 -4.020 0.001
C 14.366 -1.525 -6.677 0.045
H 13.779 1.627 -1.627 0.001
C 10.679 -0.985 -2.411 0.001
H 13.805 2.030 3.250 0.000
H 15.202 -0.532 -8.516 0.021
H 12.311 3.854 -9.937 0.002
H 16.339 1.018 -2.988 0.010
O 10.295 3.879 1.657 0.000
H 11.034 6.329 -2.787 0.000
H 13.427 4.766 -7.877 0.002
C 15.112 -0.364 -7.443 0.112
H 16.823 3.345 -4.423 0.015
H 15.832 3.332 1.753 0.000
O 10.932 5.391 -2.944 0.001
C 13.450 3.685 -8.015 0.018
H 14.615 1.190 0.979 0.000
H 11.734 -1.000 -2.683 0.000
O 16.407 1.174 -2.043 0.029
H 10.176 -0.028 -2.556 0.000
O 12.931 4.945 -4.539 0.005
H 17.676 0.942 -5.158 0.101
H 13.707 3.668 2.676 0.000
H 14.182 -1.366 -5.614 0.005
H 14.091 2.739 0.277 0.000
H 16.303 2.677 -0.728 0.001
H 9.390 3.632 1.862 0.000
H 14.829 -0.638 -1.188 0.000
C 10.644 -1.474 -1.021 0.000
O 13.789 2.314 -4.819 0.010
H 11.651 5.166 -3.535 0.000
H 17.880 -0.252 -1.638 0.015
H 13.102 4.052 -4.838 0.001
H 12.901 1.734 -10.471 0.011
H 13.783 5.379 -4.579 0.003
H 14.439 0.782 -3.785 0.008
H 12.972 3.048 -2.360 0.000
C 16.859 0.007 -1.359 0.022
```

Properties
E_LUMO (alpha / beta)   2.381 / 2.372 eV
Expectation value of S²   0.7504
Orbital gap (alpha / beta)   2.1370 / 9.7917 eV
Net charge   -1
Multiplicity   2